{"formula": "C36H46OSi", "method": "the ωB97M-V functional and the def2-TZVPD basis", "orbital_gap_ev": 9.97, "multiplicity": 1, "fmax_ev_per_a": 0.27, "smiles": "CC(C)[C@@H](C)CO[SiH3].c1ccccc1.c1ccccc1.c1ccccc1.c1ccccc1.c1ccccc1", "total_energy_ev": -48003.39261, "species": ["C", "C", "C", "C", "C", "C", "O", "Si", "H", "H", "H", "H", "H", "H", "H", "H", "H", "H", "H", "H", "H", "H", "H", "H", "C", "C", "C", "C", "C", "C", "H", "H", "H", "H", "H", "H", "C", "C", "C", "C", "C", "C", "H", "H", "H", "H", "H", "H", "C", "C", "C", "C", "C", "C", "H", "H", "H", "H", "H", "H", "C", "C", "C", "C", "C", "C", "H", "H", "H", "H", "H", "H", "C", "C", "C", "C", "C", "C", "H", "H", "H", "H", "H", "H"], "xyz": [[-3.306, 2.327, 1.949], [-1.928, 1.930, 1.423], [-1.850, 2.028, -0.112], [-1.525, 0.541, 1.943], [-2.305, -0.583, 1.235], [-0.011, 0.328, 1.901], [0.488, -0.178, 3.140], [0.933, -1.761, 3.186], [-4.020, 1.509, 1.832], [-3.257, 2.570, 3.012], [-3.695, 3.199, 1.423], [-1.205, 2.640, 1.841], [-2.838, 2.066, -0.572], [-1.310, 1.186, -0.550], [-1.319, 2.931, -0.418], [-1.783, 0.508, 3.007], [-3.214, -0.207, 0.763], [-2.596, -1.368, 1.933], [-1.711, -1.055, 0.450], [0.258, -0.350, 1.080], [0.506, 1.272, 1.710], [1.003, -2.155, 4.605], [2.247, -1.924, 2.526], [-0.084, -2.560, 2.469], [-1.615, -7.553, 3.148], [-1.227, -7.265, 4.449], [-1.139, -5.946, 4.871], [-1.438, -4.916, 3.991], [-1.825, -5.203, 2.690], [-1.914, -6.522, 2.268], [-1.682, -8.582, 2.818], [-0.987, -8.069, 5.133], [-0.831, -5.722, 5.885], [-1.368, -3.887, 4.320], [-2.055, -4.397, 2.004], [-2.215, -6.747, 1.253], [-1.084, 5.849, -0.113], [0.205, 5.606, -0.563], [0.671, 6.242, -1.705], [-0.148, 7.128, -2.390], [-1.435, 7.378, -1.933], [-1.906, 6.734, -0.796], [-1.451, 5.339, 0.769], [0.844, 4.912, -0.030], [1.673, 6.042, -2.065], [0.214, 7.620, -3.284], [-2.074, 8.068, -2.468], [-2.914, 6.917, -0.448], [0.602, 5.987, -5.949], [1.883, 5.732, -6.416], [2.342, 6.362, -7.564], [1.520, 7.249, -8.245], [0.239, 7.505, -7.777], [-0.221, 6.874, -6.630], [0.243, 5.492, -5.054], [2.522, 5.039, -5.884], [3.341, 6.161, -7.929], [1.878, 7.740, -9.140], [-0.403, 8.196, -8.309], [-1.222, 7.070, -6.267], [0.100, 1.274, -3.386], [0.614, 2.536, -3.126], [1.799, 2.939, -3.725], [2.469, 2.083, -4.588], [1.954, 0.821, -4.849], [0.771, 0.416, -4.247], [-0.825, 0.960, -2.920], [0.091, 3.209, -2.456], [2.200, 3.924, -3.517], [3.392, 2.399, -5.058], [2.475, 0.153, -5.523], [0.370, -0.568, -4.452], [2.040, -10.897, 5.744], [1.443, -10.151, 4.738], [1.910, -8.877, 4.446], [2.976, -8.350, 5.160], [3.574, -9.095, 6.167], [3.106, -10.369, 6.459], [1.676, -11.891, 5.972], [0.611, -10.564, 4.180], [1.438, -8.293, 3.666], [3.339, -7.356, 4.934], [4.406, -8.684, 6.724], [3.572, -10.950, 7.244]]}